Here is one molecule with the formula C14H23NO2 from the Open Molecules 2025 dataset. Energies are from ωB97M-V with the def2-TZVPD basis set.

```
40
Properties=species:S:1:pos:R:3:lowdin_charge:R:1
C 0.0343 4.7891 -1.4250 -0.04
C -0.6721 4.6616 -0.1112 -0.21
C -1.0902 5.7670 0.6055 -0.05
C -1.7430 5.6317 1.8213 -0.10
C -1.9807 4.3701 2.3276 -0.09
C -1.5714 3.2451 1.6283 -0.02
C -0.9184 3.3813 0.4111 -0.23
O -0.4776 2.3416 -0.3553 -0.05
C -0.6742 1.0225 0.1043 -0.21
C -0.0861 0.0851 -0.9466 -0.17
C -0.3506 -1.3900 -0.6509 -0.21
C 0.4218 -1.9103 0.5604 -0.20
C 0.1480 -3.3982 0.8391 -0.24
N 0.5283 -4.3318 -0.2001 -0.09
H 0.0008 -4.1473 -1.0481 0.11
C 1.9476 -4.3969 -0.5047 -0.22
C 2.1956 -5.6609 -1.3307 -0.27
O 1.7557 -6.8047 -0.6484 -0.07
H 0.9180 -6.5640 -0.2278 0.07
H 3.2625 -5.7926 -1.5237 0.12
H 1.6740 -5.5713 -2.2976 0.11
H 2.4864 -4.4771 0.4434 0.13
H 2.3317 -3.5224 -1.0528 0.11
H -0.9226 -3.5376 1.0169 0.12
H 0.6823 -3.6912 1.7483 0.12
H 1.4917 -1.7605 0.4019 0.11
H 0.1357 -1.3498 1.4510 0.11
H -0.0619 -1.9649 -1.5344 0.11
H -1.4212 -1.5422 -0.4908 0.12
H -0.5297 0.3483 -1.9088 0.12
H 0.9879 0.2659 -1.0169 0.12
H -1.7474 0.8171 0.2288 0.14
H -0.1748 0.8833 1.0724 0.13
H -1.7691 2.2691 2.0438 0.10
H -2.4884 4.2484 3.2731 0.10
H -2.0619 6.5076 2.3655 0.10
H -0.9015 6.7530 0.2055 0.11
H -0.5322 4.2822 -2.2048 0.08
H 0.1617 5.8333 -1.6972 0.08
H 1.0110 4.3105 -1.3723 0.08
```

Properties
total energy	-752.47988	a.u.
M	237.34	g/mol
SMILES	Cc1ccccc1OCCCCCNCCO

Here is a 3-piece molecular cluster, C14H24BNO9 overall in a non-equilibrium geometry from the Open Molecules 2025 dataset. Energies are from ωB97M-V with the def2-TZVPD basis set.

```
49
Properties=species:S:1:pos:R:3:lowdin_charge:R:1
C -0.6596 4.2691 1.1866 0.09
C -1.2406 3.2149 1.4265 0.01
B -1.7852 1.7136 1.6478 -0.32
C -1.8645 1.1776 3.1701 -0.09
O -0.6151 0.4278 3.4022 -0.06
C -0.0749 0.7225 4.6587 -0.47
C 0.1149 -0.4738 5.6848 0.01
O 0.2967 1.8242 5.0091 0.10
N -2.1213 0.9583 0.4268 0.01
C -2.8471 -0.3170 0.6934 -0.06
C -0.8692 0.7478 -0.3013 -0.40
C -0.3629 1.7726 -1.4030 0.01
O -0.1633 -0.2156 -0.0395 0.06
H -0.1967 5.1475 0.6663 0.06
H -1.9605 2.0203 3.9258 0.13
H -2.7122 0.4385 3.3477 0.12
H 0.6353 -0.0889 6.6075 0.09
H -0.8928 -0.9324 5.9055 0.09
H 0.7951 -1.2532 5.2130 0.09
H -3.9569 -0.1145 0.7781 0.11
H -2.7336 -0.9520 -0.2468 0.10
H -2.4300 -0.9383 1.5335 0.10
H -0.1643 1.2696 -2.3952 0.08
H -1.0946 2.6365 -1.5084 0.09
H 0.5975 2.2513 -1.0237 0.10
C 6.6914 0.3117 0.9114 -0.05
O 5.8027 -0.7077 0.4582 0.00
C 4.5783 -0.2654 0.1340 -0.61
O 4.1996 0.8770 0.1970 0.12
O 3.8524 -1.3139 -0.2714 0.00
C 2.5128 -0.9875 -0.6508 -0.05
H 7.6454 -0.1603 1.1434 0.09
H 6.8538 1.0564 0.1305 0.10
H 6.3077 0.7820 1.8183 0.10
H 2.5103 -0.2942 -1.4943 0.10
H 1.9663 -0.5713 0.1914 0.08
H 2.0189 -1.9082 -0.9598 0.09
C -4.3125 -1.4315 -5.3952 -0.04
O -2.9973 -1.9832 -5.3485 0.00
C -2.3848 -1.8447 -4.1654 -0.61
O -2.8467 -1.3120 -3.1865 0.11
O -1.1702 -2.4005 -4.2586 0.01
C -0.4017 -2.3237 -3.0588 -0.04
H -4.7072 -1.6018 -6.3960 0.09
H -4.9648 -1.9293 -4.6759 0.10
H -4.2859 -0.3562 -5.2114 0.10
H -0.8999 -2.8571 -2.2476 0.10
H -0.2219 -1.2830 -2.7839 0.08
H 0.5592 -2.8019 -3.2457 0.10
```

Properties
total energy	-1304.55858	a.u.
M	361.16	g/mol
SMILES	C#CB(COC(C)=O)N(C)C(C)=O.COC(=O)OC.COC(=O)OC

Here is C14H24CaFO13PS as an isolated structure in a non-equilibrium geometry from the Open Molecules 2025 dataset. Energies are from ωB97M-V with the def2-TZVPD basis set.

```
55
Properties=species:S:1:pos:R:3:lowdin_charge:R:1
C -1.1269 -3.5378 -2.1179 -0.06
C 0.5003 -3.3685 -2.4631 -0.35
O 1.2133 -2.5173 -1.4966 -0.13
C 1.1699 -4.8901 -2.5975 -0.05
C 0.8909 -5.6879 -1.1929 -0.27
O -0.3364 -6.5171 -1.0548 -0.21
S -0.3248 -6.7955 0.6401 0.90
O -0.8610 -5.6750 1.5724 -0.31
O -1.3028 -7.9630 0.9137 -0.31
O 1.3758 -7.1574 0.6936 -0.20
C 2.1024 -6.4978 -0.4418 -0.13
F 2.9142 -5.4639 0.3031 -0.06
H -1.2813 -3.7983 -0.9629 0.09
H -1.5246 -4.4909 -2.6989 0.09
H -1.7437 -2.5669 -2.3379 0.09
H 0.5463 -2.8075 -3.5109 0.16
H 0.6528 -1.6840 -1.3418 0.06
H 0.5609 -5.4362 -3.4657 0.14
H 2.2860 -4.8745 -2.9503 0.14
H 0.6596 -4.8263 -0.4066 0.14
H 2.7680 -7.2584 -1.0535 0.20
O -0.2393 2.4125 -1.2958 -0.43
P 0.5098 1.4027 -0.4109 -0.27
O 0.3536 1.8008 1.0660 -0.54
O 2.0009 1.3999 -0.7864 -0.43
O -0.0753 -0.0026 -0.6274 -0.55
O 0.0039 4.6891 1.8079 0.27
H -0.1989 4.7582 2.7756 0.19
H -0.7891 4.9071 1.2551 0.20
H 0.3720 3.7983 1.5779 0.12
C 3.3322 7.7525 1.3968 0.02
C 2.4066 6.8700 1.0086 0.01
C 2.7837 5.6047 0.3483 -0.37
O 1.9371 4.7973 -0.0091 0.11
C 4.2226 5.3517 0.1353 0.04
C 5.1483 6.2342 0.5235 0.02
C 4.7711 7.4995 1.1838 -0.39
O 5.6178 8.3069 1.5412 0.10
H 3.0726 8.6856 1.8817 0.12
H 1.3472 7.0406 1.1583 0.11
H 4.4822 4.4186 -0.3496 0.13
H 6.2077 6.0636 0.3737 0.12
Ca 0.9303 -0.4689 1.1559 1.49
C -4.6595 1.1277 0.1319 -0.06
C -4.3140 -0.2403 0.6982 -0.50
C -5.5511 -0.9513 1.2229 -0.07
O -3.3716 -0.0890 1.7567 -0.07
H -5.0942 1.7729 0.9035 0.08
H -3.7579 1.6329 -0.2308 0.08
H -5.3710 1.0442 -0.6955 0.08
H -3.8399 -0.8509 -0.0779 0.14
H -6.0176 -0.3799 2.0333 0.08
H -5.2857 -1.9293 1.6387 0.08
H -6.2896 -1.0972 0.4284 0.08
H -3.7841 0.4520 2.4504 0.09
```

Properties
total energy	-3042.79927	a.u.
M	522.45	g/mol

Here is C14H24ClF10INO6PSi2 as an isolated structure in a non-equilibrium geometry from the Open Molecules 2025 dataset. Energies are from ωB97M-V with the def2-TZVPD basis set.

```
60
Properties=species:S:1:pos:R:3:lowdin_charge:R:1
N 2.0846 -0.1067 2.3146 -0.02
C 1.2288 0.9745 1.7043 -0.31
C 1.2324 2.1851 2.7454 -0.30
Si 0.8584 3.9089 2.0129 0.12
I 0.0890 5.2572 3.9959 0.47
C -0.6689 3.9440 0.8267 -0.27
C -1.6938 2.7365 1.0615 -0.11
C -2.0545 1.9848 -0.3095 -0.29
F -2.2901 2.9103 -1.3673 0.06
F -0.8895 1.2543 -0.6976 0.04
C -3.3600 1.0748 -0.2256 -0.23
F -3.8728 0.9856 -1.5528 0.08
F -4.3925 1.6050 0.5487 0.11
C -3.1131 -0.4300 0.2483 -0.21
F -4.2998 -0.8309 0.9206 0.09
F -2.0774 -0.5924 1.1720 0.11
C -2.9051 -1.4872 -0.9254 -0.35
F -4.1038 -1.8496 -1.5618 0.10
F -1.9925 -1.1092 -1.8986 0.13
F -2.4098 -2.6881 -0.3696 0.10
O 2.2291 4.7787 1.4185 -0.35
Si 3.1514 3.9882 0.2257 0.13
F 4.1729 5.2065 -0.4506 -0.22
Cl 2.0736 3.1893 -1.4050 0.39
P 4.5716 2.4540 1.0074 0.53
O 4.6574 2.4146 2.5234 -0.32
O 4.2158 0.9608 0.2727 -0.22
O 6.1487 2.8605 0.4564 -0.20
H 2.1799 -0.8971 1.6617 0.05
H 1.7023 -0.4057 3.2165 0.08
H 0.1889 0.5002 1.6002 0.09
H 1.5688 1.2304 0.6556 0.07
H 0.3740 1.9737 3.4843 0.08
H 2.1709 2.2260 3.4059 0.09
H -1.2483 4.9023 1.0822 0.08
H -0.3918 4.0371 -0.2677 0.06
H -1.3878 1.9902 1.8559 0.11
H -2.6914 3.1805 1.4178 0.14
H 4.0669 1.1758 -0.6821 0.05
H 6.1990 2.7555 -0.5173 0.07
C 4.9186 -4.7416 1.7038 -0.03
C 4.3712 -3.3409 1.7781 -0.50
O 3.3934 -3.0097 1.1319 0.05
C 5.0797 -2.3671 2.6817 -0.02
H 4.3102 -5.3319 1.0161 0.08
H 5.9454 -4.7203 1.3330 0.09
H 4.8832 -5.2073 2.6907 0.09
H 6.1137 -2.2400 2.3543 0.09
H 5.0510 -2.7272 3.7123 0.09
H 4.5758 -1.3990 2.6341 0.07
C -5.7443 -4.5454 -5.4767 -0.03
C -6.2880 -3.1435 -5.3905 -0.51
O -7.2591 -2.8024 -6.0358 0.06
C -5.5804 -2.1815 -4.4731 -0.03
H -6.3513 -5.1264 -6.1734 0.08
H -4.7156 -4.5235 -5.8424 0.08
H -5.7858 -5.0213 -4.4948 0.08
H -4.5444 -2.0549 -4.7946 0.09
H -5.6151 -2.5528 -3.4473 0.07
H -6.0798 -1.2118 -4.5114 0.09
```

Properties
total energy	-3731.23005	a.u.
M	741.83	g/mol

Here is C14H24GeN4S5SbTc as an isolated structure from the Open Molecules 2025 dataset. Energies are from ωB97M-V with the def2-TZVPD basis set.

```
50
Properties=species:S:1:pos:R:3:lowdin_charge:R:1
Tc -0.3314 1.3883 -0.0518 0.72
C -5.2449 -0.9083 -1.6182 -0.07
C -4.3671 -0.4784 -2.7807 -0.24
N -2.9952 -0.9744 -2.6610 0.02
C -1.9979 -0.3964 -2.0071 -0.68
S -2.2379 1.2306 -1.3720 0.63
N -0.8591 -1.0236 -1.8678 0.03
N 0.0986 -0.2628 -1.2776 -0.13
C 1.3249 -0.6670 -1.3827 -0.27
C 1.7393 -1.8876 -2.1264 0.00
C 2.3008 0.2197 -0.7653 -0.22
C 3.6691 0.0030 -0.8744 0.03
C 4.5521 0.9340 -0.3623 0.01
C 4.0391 2.0805 0.2270 0.00
C 2.6729 2.2323 0.3157 -0.18
N 1.7997 1.3141 -0.1351 -0.09
H -6.2577 -0.5312 -1.7556 0.09
H -4.8619 -0.5189 -0.6736 0.07
H -5.2963 -1.9944 -1.5479 0.08
H -4.3330 0.6075 -2.8754 0.09
H -4.7521 -0.8550 -3.7269 0.13
H -2.7887 -1.8950 -3.0232 0.16
H 0.8812 -2.5176 -2.3315 0.08
H 2.4720 -2.4551 -1.5525 0.09
H 2.1961 -1.6060 -3.0783 0.11
H 4.0308 -0.8794 -1.3807 0.13
H 5.6198 0.7817 -0.4434 0.14
H 4.6821 2.8565 0.6163 0.13
H 2.2621 3.1293 0.7503 0.05
S -2.5874 4.4258 -0.0043 0.02
Sb -1.0119 5.0451 -1.7526 0.77
S -1.8575 2.8246 1.0939 0.00
S 0.3126 3.2751 -1.8965 -0.04
S 0.0189 3.0886 1.6262 0.27
C 1.7748 0.4399 3.1685 -0.22
Ge 0.5121 -0.8483 2.4335 0.84
C 1.3900 -2.2817 1.4418 -0.19
C -0.6904 -1.5118 3.8139 -0.19
C -0.9600 -0.0252 1.1701 -0.43
H 2.1516 0.0235 4.1047 0.04
H 1.3002 1.3890 3.4068 -0.01
H 2.6302 0.6097 2.5160 0.01
H 1.5344 -3.1285 2.1139 0.04
H 2.3721 -1.9741 1.0806 0.02
H 0.7852 -2.6291 0.6055 0.03
H -0.1038 -2.0935 4.5268 0.04
H -1.4633 -2.1561 3.3976 0.04
H -1.1624 -0.6892 4.3496 0.04
H -1.7419 0.2633 1.8768 0.00
H -1.2207 -0.9737 0.6893 0.02
```

Properties
total energy	-5155.30119	a.u.
M	701.08	g/mol
total charge	+2